1.
{
  "formula": "C2H6O5",
  "method": "ωB97M-V with the def2-TZVPD basis set",
  "relative_energy_ev": 6.368,
  "species": ["C", "C", "O", "O", "O", "O", "O", "H", "H", "H", "H", "H", "H"],
  "xyz": [[-0.28, 1.06, 0.73], [0.40, 0.37, -0.41], [1.64, 0.71, -0.70], [-0.30, 0.17, -1.57], [-1.72, 0.10, -1.34], [0.95, -1.21, 0.10], [0.55, -1.62, 1.40], [0.41, 1.08, 1.57], [-0.53, 2.07, 0.42], [-1.19, 0.54, 1.02], [2.03, -0.27, -0.47], [-1.96, -0.60, -1.97], [-0.01, -2.39, 1.21]],
  "nbo_charge": [-0.70, 0.78, -0.71, -0.26, -0.44, -0.43, -0.45, 0.25, 0.24, 0.25, 0.52, 0.48, 0.46]
}

---

2.
{
  "formula": "C31H76Br3O20P5",
  "method": "ωB97M-V with the def2-TZVPD basis set",
  "species": ["C", "C", "O", "P", "O", "O", "C", "C", "O", "C", "C", "H", "H", "H", "H", "H", "H", "H", "H", "H", "H", "H", "H", "H", "H", "H", "C", "C", "O", "P", "O", "O", "C", "C", "O", "C", "C", "H", "H", "H", "H", "H", "H", "H", "H", "H", "H", "H", "H", "H", "H", "H", "C", "C", "O", "P", "O", "O", "C", "C", "O", "C", "C", "H", "H", "H", "H", "H", "H", "H", "H", "H", "H", "H", "H", "H", "H", "H", "C", "C", "O", "P", "O", "O", "C", "C", "O", "C", "C", "H", "H", "H", "H", "H", "H", "H", "H", "H", "H", "H", "H", "H", "H", "H", "C", "C", "O", "P", "O", "O", "C", "C", "O", "C", "C", "H", "H", "H", "H", "H", "H", "H", "H", "H", "H", "H", "H", "H", "H", "H", "Br", "C", "Br", "Br", "H"],
  "xyz": [[11.38, 23.73, -4.35], [10.45, 23.05, -3.35], [9.79, 24.14, -2.70], [8.80, 23.74, -1.39], [7.68, 22.85, -1.79], [9.75, 23.20, -0.19], [9.23, 22.85, 1.17], [10.13, 21.76, 1.76], [8.25, 25.24, -0.79], [7.05, 25.88, -1.31], [7.47, 27.23, -1.77], [10.82, 24.17, -5.18], [11.99, 24.49, -3.87], [12.08, 23.00, -4.74], [9.82, 22.34, -3.89], [11.01, 22.44, -2.65], [9.35, 23.70, 1.85], [8.22, 22.44, 1.20], [10.06, 20.88, 1.12], [11.18, 22.05, 1.68], [9.86, 21.58, 2.80], [6.66, 25.29, -2.14], [6.18, 25.93, -0.67], [8.08, 27.04, -2.66], [6.59, 27.82, -2.00], [8.09, 27.77, -1.06], [16.77, 13.89, -7.58], [16.53, 15.44, -7.65], [15.23, 15.83, -7.30], [14.86, 17.34, -6.89], [13.44, 17.56, -6.64], [15.44, 18.11, -8.21], [14.61, 18.23, -9.36], [14.95, 17.28, -10.53], [15.99, 17.68, -5.74], [15.98, 17.06, -4.47], [15.17, 18.03, -3.50], [17.85, 13.80, -7.47], [16.23, 13.32, -6.83], [16.50, 13.62, -8.60], [17.15, 15.98, -6.93], [16.80, 15.80, -8.64], [13.60, 18.00, -9.04], [14.55, 19.29, -9.59], [15.90, 17.61, -10.97], [14.96, 16.24, -10.22], [14.19, 17.29, -11.31], [15.57, 16.05, -4.59], [16.98, 16.89, -4.06], [15.65, 18.99, -3.35], [14.16, 18.02, -3.91], [15.11, 17.70, -2.46], [-3.80, 21.63, -2.61], [-3.60, 20.12, -2.42], [-2.14, 19.80, -2.61], [-1.78, 18.68, -3.74], [-2.16, 19.02, -5.13], [-2.57, 17.37, -3.17], [-2.33, 16.87, -1.86], [-3.36, 15.73, -1.66], [-0.15, 18.30, -3.53], [0.74, 18.07, -4.61], [1.79, 17.07, -4.15], [-3.10, 22.25, -2.05], [-3.59, 21.90, -3.64], [-4.81, 21.97, -2.41], [-3.96, 19.95, -1.41], [-4.26, 19.55, -3.07], [-1.35, 16.42, -1.72], [-2.35, 17.66, -1.10], [-3.06, 14.92, -2.33], [-3.20, 15.35, -0.65], [-4.32, 16.21, -1.85], [0.28, 17.67, -5.52], [1.32, 18.89, -5.03], [1.28, 16.16, -3.85], [2.55, 16.78, -4.88], [2.34, 17.44, -3.29], [18.98, 17.06, 3.12], [17.44, 17.08, 3.03], [17.09, 17.85, 4.18], [15.77, 18.79, 4.15], [15.56, 19.52, 5.46], [16.05, 19.80, 2.90], [17.20, 20.68, 2.93], [18.13, 20.61, 1.62], [14.66, 17.73, 3.57], [13.80, 17.05, 4.46], [13.57, 15.56, 3.94], [19.44, 18.00, 2.81], [19.41, 16.74, 4.07], [19.36, 16.34, 2.39], [17.25, 17.52, 2.05], [17.01, 16.07, 3.00], [16.88, 21.71, 3.04], [17.88, 20.42, 3.74], [18.32, 19.57, 1.37], [17.58, 21.05, 0.79], [19.10, 21.06, 1.81], [14.29, 17.08, 5.43], [12.83, 17.54, 4.50], [14.52, 15.07, 3.74], [12.97, 14.95, 4.62], [13.07, 15.61, 2.98], [-2.65, 27.38, -4.14], [-1.65, 26.68, -5.03], [-1.21, 25.42, -4.50], [0.37, 25.07, -4.19], [1.08, 26.23, -3.56], [0.38, 23.74, -3.32], [1.61, 23.29, -2.69], [1.38, 22.23, -1.55], [0.91, 24.52, -5.66], [0.03, 23.79, -6.53], [-0.14, 24.53, -7.89], [-3.47, 26.67, -3.98], [-2.16, 27.55, -3.19], [-2.95, 28.37, -4.48], [-2.08, 26.42, -6.00], [-0.71, 27.20, -5.22], [2.24, 22.89, -3.49], [2.19, 24.04, -2.15], [0.90, 21.33, -1.94], [2.29, 22.01, -1.00], [0.71, 22.72, -0.85], [0.42, 22.77, -6.62], [-0.88, 23.62, -5.95], [0.79, 24.88, -8.35], [-0.53, 23.84, -8.64], [-0.84, 25.36, -7.82], [9.88, 16.57, -0.99], [8.68, 18.05, -1.44], [7.00, 18.06, -0.28], [8.27, 18.09, -3.37], [9.21, 18.99, -1.27]],
  "lowdin_charge": [-0.07, -0.30, -0.20, 0.57, -0.26, -0.21, -0.22, -0.08, -0.21, -0.29, -0.09, 0.08, 0.08, 0.07, 0.12, 0.11, 0.11, 0.12, 0.07, 0.08, 0.08, 0.11, 0.12, 0.08, 0.08, 0.08, -0.04, -0.29, -0.19, 0.48, -0.21, -0.19, -0.27, -0.06, -0.21, -0.25, -0.05, 0.07, 0.08, 0.07, 0.10, 0.11, 0.10, 0.12, 0.07, 0.07, 0.08, 0.11, 0.11, 0.07, 0.06, 0.06, -0.08, -0.22, -0.21, 0.53, -0.25, -0.20, -0.29, -0.06, -0.19, -0.30, -0.08, 0.08, 0.07, 0.08, 0.11, 0.11, 0.11, 0.11, 0.08, 0.07, 0.08, 0.11, 0.11, 0.07, 0.08, 0.07, -0.07, -0.27, -0.20, 0.52, -0.25, -0.21, -0.22, -0.05, -0.20, -0.25, -0.05, 0.06, 0.08, 0.07, 0.11, 0.11, 0.11, 0.10, 0.05, 0.07, 0.07, 0.11, 0.11, 0.06, 0.07, 0.07, -0.06, -0.28, -0.23, 0.50, -0.26, -0.19, -0.23, -0.05, -0.21, -0.25, -0.05, 0.08, 0.08, 0.08, 0.11, 0.11, 0.12, 0.11, 0.06, 0.08, 0.07, 0.11, 0.10, 0.08, 0.07, 0.06, 0.53, -1.49, 0.47, 0.53, -0.04]
}

---

Number 1: highest occupied orbital energy -0.36688 Ha. Number 2: highest occupied orbital energy -0.37843 Ha.